A.
C5H12O2 | ωB97M-V with the def2-TZVPD basis set

ORCA input file:
```
! RIJCOSX wB97M-V def2-TZVPD def2/J DEFGRID3
* xyz 0 1
C 1.663 -0.971 1.720
O 1.098 0.302 1.467
C 1.316 0.782 0.140
C -0.006 0.991 -0.596
C -0.905 -0.249 -0.659
C -2.193 0.008 -1.430
O -1.288 -0.688 0.634
H 1.296 -1.719 1.004
H 1.335 -1.272 2.718
H 2.763 -0.940 1.690
H 1.950 0.072 -0.409
H 1.864 1.734 0.195
H -0.567 1.808 -0.121
H 0.242 1.310 -1.616
H -0.341 -1.053 -1.169
H -2.751 0.821 -0.951
H -2.817 -0.890 -1.395
H -2.013 0.270 -2.479
H -0.645 -0.315 1.258
*
```

Values from the calculation:
SMILES string = COCC[C@H](C)O

B.
C5H12O2 | ωB97M-V with the def2-TZVPD basis set

ORCA input file:
```
! RIJCOSX wB97M-V def2-TZVPD def2/J DEFGRID3
* xyz 0 1
C 2.639 -0.425 0.622
C 1.558 0.121 -0.310
C 0.117 -0.056 0.176
O -0.130 0.644 1.367
C -0.888 0.376 -0.941
C -2.343 0.367 -0.381
O -2.507 0.051 1.078
H 3.639 -0.286 0.191
H 2.608 0.088 1.587
H 2.504 -1.499 0.800
H 1.628 -0.381 -1.286
H 1.732 1.192 -0.485
H -0.070 -1.138 0.333
H -1.106 0.464 1.539
H -0.782 -0.315 -1.798
H -0.602 1.377 -1.308
H -2.985 -0.343 -0.906
H -2.789 1.365 -0.421
H -2.429 -0.895 1.292
*
```

Values from the calculation:
SMILES string = CC[C@@H](O)CCO

Last place for stability: B

A.
C5H12O2 | ωB97M-V with the def2-TZVPD basis set

ORCA input file:
```
! RIJCOSX wB97M-V def2-TZVPD def2/J DEFGRID3
* xyz 0 1
C 2.647 0.308 -0.737
O 1.292 0.642 -0.568
C 0.506 -0.474 -0.196
C -0.965 -0.079 -0.150
C -1.813 -1.330 0.074
C -1.243 0.982 0.922
O -0.639 2.226 0.658
H 3.150 0.152 0.227
H 2.743 -0.611 -1.330
H 3.126 1.130 -1.268
H 0.667 -1.280 -0.933
H 0.829 -0.866 0.785
H -1.215 0.366 -1.121
H -2.882 -1.093 0.061
H -1.584 -1.797 1.041
H -1.624 -2.072 -0.709
H -2.322 1.168 0.977
H -0.935 0.588 1.908
H 0.263 2.039 0.357
*
```

Values from the calculation:
SMILES string = COC[C@@H](C)CO

B.
C5H12O2 | ωB97M-V with the def2-TZVPD basis set

ORCA input file:
```
! RIJCOSX wB97M-V def2-TZVPD def2/J DEFGRID3
* xyz 0 1
C -0.544 2.037 -1.484
C 0.609 1.366 -0.735
C 0.164 0.914 0.630
C 0.305 -0.345 1.013
C -0.028 -1.006 2.326
O 0.109 -2.397 2.267
H -0.226 2.336 -2.483
H -0.896 2.974 -1.038
H -1.397 1.361 -1.414
H 1.494 2.001 -0.651
H 0.861 0.470 -1.303
H -0.228 1.643 1.336
H 0.718 -1.026 0.269
H -1.045 -0.767 2.626
H 0.626 -0.607 3.115
H 0.896 -2.725 1.855
O -0.636 -1.719 -2.169
H -0.642 -2.493 -2.780
H -0.140 -2.016 -1.378
*
```

Values from the calculation:
SMILES string = CC/C=C/CO.O

Last place for stability: B

A.
C8H14 | ωB97M-V with the def2-TZVPD basis set

ORCA input file:
```
! RIJCOSX wB97M-V def2-TZVPD def2/J DEFGRID3
* xyz 0 1
C -1.948 -0.041 -0.141
C -0.994 1.239 -0.422
C 0.461 1.309 0.353
C 1.673 0.588 -0.562
C 1.696 -1.122 -0.172
C 0.310 -0.956 0.384
C -1.154 -1.381 0.091
C 0.484 0.220 1.210
H -2.612 0.252 0.775
H -2.615 -0.417 -0.821
H -1.697 2.173 -0.330
H -0.534 1.380 -1.481
H 0.518 2.294 0.992
H 1.531 0.170 -1.726
H 2.660 1.005 -0.253
H 1.639 -1.505 -1.319
H 2.289 -1.352 0.498
H 0.051 -0.539 -0.632
H -1.800 -1.951 0.887
H -1.101 -2.040 -0.879
H 1.413 0.143 1.645
H -0.269 0.532 1.902
*
```

Values from the calculation:
SMILES string = C1C[C@@H]2CC[C@H](C1)C2

B.
C8H14 | ωB97M-V with the def2-TZVPD basis set

ORCA input file:
```
! RIJCOSX wB97M-V def2-TZVPD def2/J DEFGRID3
* xyz 0 1
C 2.250 0.054 0.413
C 1.143 1.028 0.174
C -0.182 0.832 -0.117
C -1.104 2.007 -0.322
C -0.717 -0.391 0.468
C -1.047 -0.674 1.886
C -0.884 -1.051 -0.717
C -0.009 -1.483 -1.859
H 2.997 0.503 1.074
H 1.934 -0.880 0.893
H 2.732 -0.220 -0.528
H 1.468 2.065 0.253
H -2.146 1.690 -0.428
H -0.804 2.567 -1.214
H -1.057 2.694 0.528
H -1.376 0.232 2.405
H -1.855 -1.412 1.948
H -0.172 -1.073 2.418
H -1.810 -1.631 -0.727
H 0.081 -2.573 -1.903
H -0.447 -1.198 -2.820
H 1.005 -1.085 -1.823
*
```

Values from the calculation:
SMILES string = C/C=C(C)\C(C)=C/C

Last place for stability: A

A.
H30O15 | ωB97M-V with the def2-TZVPD basis set

ORCA input file:
```
! RIJCOSX wB97M-V def2-TZVPD def2/J DEFGRID3
* xyz 0 1
O 19.871 -7.016 -3.749
H 20.587 -7.170 -4.364
H 20.293 -6.932 -2.934
O 20.943 -4.482 -5.343
H 21.559 -4.451 -4.586
H 21.391 -4.999 -6.055
O 19.429 -2.621 0.309
H 19.332 -2.373 1.244
H 19.713 -1.850 -0.182
O 18.265 -5.823 -1.695
H 18.298 -6.786 -1.582
H 18.477 -5.525 -0.804
O 22.824 -4.896 -3.578
H 23.239 -5.630 -4.026
H 22.086 -5.343 -3.177
O 18.411 -5.434 -5.286
H 19.290 -5.092 -5.444
H 18.682 -6.103 -4.667
O 20.161 -5.289 0.556
H 19.301 -5.448 0.994
H 20.151 -4.362 0.434
O 21.309 -6.478 -1.637
H 20.933 -5.902 -0.984
H 22.215 -6.310 -1.512
O 15.522 -5.886 -1.937
H 15.377 -6.598 -2.543
H 16.475 -5.740 -1.821
O 17.373 -2.418 -2.150
H 17.191 -2.965 -1.370
H 17.101 -2.966 -2.889
O 21.900 -3.628 -1.151
H 22.262 -2.998 -1.761
H 21.027 -3.869 -1.569
O 17.238 -4.017 0.143
H 16.717 -3.642 0.857
H 18.044 -3.453 0.212
O 16.475 -4.243 -3.868
H 15.977 -4.789 -3.300
H 17.111 -4.793 -4.333
O 19.634 -3.900 -2.536
H 18.989 -3.185 -2.335
H 19.160 -4.693 -2.230
O 18.624 -2.276 -5.320
H 18.957 -3.116 -5.152
H 18.514 -2.113 -6.225
*
```

B.
H30O15 | ωB97M-V with the def2-TZVPD basis set

ORCA input file:
```
! RIJCOSX wB97M-V def2-TZVPD def2/J DEFGRID3
* xyz 0 1
O 3.983 -0.468 -0.106
H 4.105 0.213 -0.780
H 4.841 -0.899 -0.018
O -0.702 4.143 -0.203
H 0.086 4.614 0.046
H -0.862 3.262 0.049
O -1.904 -3.033 2.421
H -1.246 -3.336 1.791
H -2.532 -2.522 1.896
O 1.827 -2.033 3.657
H 1.488 -2.482 2.875
H 2.508 -1.524 3.197
O -0.603 2.501 2.486
H -0.655 1.617 2.916
H 0.237 2.791 2.842
O -3.932 -0.403 -2.515
H -3.427 -1.156 -2.832
H -3.725 0.325 -3.097
O 0.496 1.422 -1.897
H 0.062 1.083 -1.096
H 1.192 0.745 -1.838
O -2.951 2.645 -1.214
H -3.462 3.452 -1.291
H -2.444 2.543 -2.018
O 0.494 -1.808 0.037
H 0.656 -2.739 0.153
H 1.015 -1.454 -0.663
O 2.251 0.231 1.882
H 3.067 0.565 1.541
H 1.409 0.502 1.536
O -2.591 -0.122 -0.033
H -2.691 0.839 0.083
H -3.278 -0.149 -0.731
O 3.127 1.223 -2.459
H 2.382 1.414 -3.032
H 3.442 0.381 -2.810
O 2.568 -1.582 -2.992
H 3.258 -1.764 -2.368
H 2.185 -2.395 -3.285
O -0.822 0.092 3.695
H -0.662 -0.512 2.962
H -0.385 -0.241 4.479
O -1.627 -2.553 -2.300
H -2.497 -2.903 -2.138
H -1.283 -1.877 -1.734
*
```

C.
H30O15 | ωB97M-V with the def2-TZVPD basis set

ORCA input file:
```
! RIJCOSX wB97M-V def2-TZVPD def2/J DEFGRID3
* xyz 0 1
H 0.226 -0.032 -0.093
H -0.851 -0.374 -0.964
H 1.142 2.959 -1.138
H 1.951 3.465 0.015
H 2.604 -2.177 -2.160
H 2.241 -3.154 -0.932
H -0.707 -4.552 1.612
H -2.095 -4.622 1.864
H -1.797 -2.239 2.580
H -1.939 -1.805 4.113
H -4.684 -1.297 0.492
H -4.140 -0.081 -0.288
H 3.163 -0.778 2.493
H 4.594 -0.375 2.383
H -1.342 3.652 2.044
H -2.580 2.964 1.504
H 3.012 0.151 -4.748
H 2.439 -0.920 -3.978
H 3.076 1.597 0.767
H 4.551 1.959 1.146
H -1.950 1.928 -3.297
H -3.096 2.844 -2.899
H 0.423 -0.353 -1.968
H 1.814 0.241 -2.064
H -2.568 -0.536 -0.171
H -1.577 -0.810 1.072
H -3.450 -0.843 -2.987
H -1.856 -0.985 -3.167
H 2.310 1.855 3.041
H 1.199 1.452 3.913
O -0.434 -0.802 -0.220
O 1.783 3.647 -0.936
O 2.148 -2.264 -1.263
O -1.378 -3.972 1.720
O -1.839 -2.589 3.498
O -4.499 -0.362 0.586
O 3.994 -0.944 2.990
O -2.307 3.864 1.766
O 2.911 -0.065 -3.866
O 3.668 2.160 1.298
O -2.229 2.599 -2.646
O 1.335 -0.618 -2.116
O -2.181 -0.164 0.609
O -2.566 -0.993 -2.525
O 1.479 1.370 2.923
*
```

D.
H30O15 | ωB97M-V with the def2-TZVPD basis set

ORCA input file:
```
! RIJCOSX wB97M-V def2-TZVPD def2/J DEFGRID3
* xyz 0 1
O 2.331 1.117 -2.087
H 2.050 0.247 -1.997
H 3.084 1.268 -1.524
O 0.090 2.290 -1.785
H -0.446 1.997 -2.506
H 0.931 1.837 -1.861
O -0.524 -0.030 2.437
H 0.223 -0.227 2.921
H -0.396 0.878 2.095
O 0.313 4.605 -0.390
H -0.499 4.886 -0.030
H 0.143 3.684 -0.687
O 0.895 -2.622 2.102
H 0.901 -3.363 2.749
H -0.013 -2.400 1.902
O -1.589 -2.425 0.585
H -2.340 -2.128 0.103
H -1.446 -3.369 0.544
O -3.407 -0.958 2.475
H -3.938 -1.701 2.218
H -2.783 -0.787 1.804
O 1.064 -3.175 -0.714
H 0.982 -2.894 0.177
H 0.301 -3.691 -0.911
O 2.734 -1.088 0.352
H 1.875 -0.669 0.375
H 3.242 -0.653 1.039
O 1.504 2.434 1.295
H 2.334 2.605 0.793
H 0.936 3.202 0.966
O 0.143 -0.153 -0.551
H 0.131 0.813 -0.636
H -0.567 -0.426 0.067
O -0.827 -1.457 -2.657
H -0.473 -0.879 -3.361
H -0.463 -1.138 -1.857
O 2.208 -1.602 -2.830
H 3.030 -1.341 -2.447
H 1.854 -2.086 -2.069
O -2.660 0.148 0.007
H -3.551 0.366 0.227
H -2.170 0.916 0.262
O -1.417 2.386 1.149
H -1.940 2.743 1.853
H -1.846 2.838 0.405
*
```

Last place for stability: C

A.
H30O15 | ωB97M-V with the def2-TZVPD basis set

ORCA input file:
```
! RIJCOSX wB97M-V def2-TZVPD def2/J DEFGRID3
* xyz 0 1
O -23.904 -2.797 4.944
H -23.562 -3.600 4.515
H -23.822 -3.012 5.890
O -21.750 -8.944 8.461
H -21.597 -7.996 8.401
H -22.501 -9.080 9.059
O -22.364 -4.885 3.740
H -22.187 -4.284 3.027
H -21.599 -4.616 4.227
O -21.681 -7.385 4.988
H -21.987 -7.385 4.101
H -21.914 -6.470 5.163
O -20.481 -1.650 5.490
H -19.785 -1.155 5.872
H -20.196 -2.518 5.164
O -24.230 -4.095 7.391
H -24.105 -3.552 8.142
H -24.797 -4.857 7.696
O -23.409 -7.247 6.847
H -22.674 -7.521 6.273
H -24.014 -7.973 6.882
O -21.420 -4.906 6.428
H -21.085 -5.587 7.010
H -22.268 -4.644 6.734
O -22.325 -1.706 7.343
H -22.455 -0.764 7.332
H -21.590 -1.846 6.717
O -20.466 -6.500 8.158
H -20.624 -5.708 8.624
H -19.481 -6.550 8.207
O -19.000 -3.398 7.196
H -19.847 -3.825 7.161
H -19.093 -2.553 7.571
O -19.807 -3.841 4.140
H -19.328 -4.529 4.670
H -19.372 -4.057 3.309
O -19.300 -7.973 6.131
H -19.421 -8.419 6.931
H -20.095 -7.571 5.778
O -23.158 -6.102 9.431
H -23.929 -6.368 9.867
H -23.262 -6.428 8.546
O -21.297 -4.048 9.236
H -21.167 -3.133 9.566
H -22.147 -4.327 9.565
*
```

B.
H30O15 | ωB97M-V with the def2-TZVPD basis set

ORCA input file:
```
! RIJCOSX wB97M-V def2-TZVPD def2/J DEFGRID3
* xyz 0 1
O 3.163 -0.946 1.275
H 3.673 -1.298 2.011
H 3.198 -1.669 0.618
O -1.185 0.107 1.532
H -0.688 0.565 2.213
H -0.542 -0.555 1.236
O 1.312 0.040 -0.481
H 0.985 -0.867 -0.659
H 1.426 -0.007 0.474
O -2.596 -3.216 -0.254
H -2.677 -2.810 0.712
H -3.551 -3.219 -0.358
O -4.053 -0.733 0.511
H -3.207 -0.335 0.302
H -4.388 -0.722 -0.410
O -0.466 -1.766 -1.401
H -0.401 -2.721 -1.507
H -1.049 -1.502 -0.686
O 3.437 1.426 2.997
H 3.670 0.615 2.585
H 3.861 2.173 2.541
O 2.548 2.050 -3.780
H 2.523 1.115 -3.984
H 3.102 2.183 -2.968
O 0.547 0.395 -3.982
H 0.227 -0.306 -3.415
H 0.319 1.284 -3.704
O 0.291 2.325 2.688
H 0.540 2.373 3.621
H 1.089 2.766 2.388
O -2.389 -2.186 2.086
H -1.812 -1.360 2.061
H -2.448 -2.397 3.015
O -0.296 -4.331 -0.325
H -1.274 -4.405 -0.521
H -0.314 -3.796 0.464
O 2.514 3.313 0.842
H 2.428 4.223 0.572
H 2.590 2.592 0.218
O 0.035 2.322 -0.449
H 0.799 2.301 0.091
H -0.800 2.587 -0.040
O -3.113 1.417 -1.533
H -2.964 0.469 -1.723
H -2.822 1.682 -2.415
*
```

Last place for stability: B

A.
C3H7O2 | ωB97M-V with the def2-TZVPD basis set

ORCA input file:
```
! RIJCOSX wB97M-V def2-TZVPD def2/J DEFGRID3
* xyz -1 1
C 0.816 -0.102 -0.370
O 1.685 0.250 -1.130
H 0.052 0.554 0.065
H 0.852 -1.150 -0.019
H -0.362 -3.352 -5.839
C -0.023 1.752 2.193
C -0.800 0.643 2.435
O -1.721 0.220 1.670
H 0.793 1.981 2.869
H -0.186 2.403 1.346
H -0.594 0.078 3.362
H -0.513 -3.277 -6.583
*
```

B.
C3H7O2 | ωB97M-V with the def2-TZVPD basis set

ORCA input file:
```
! RIJCOSX wB97M-V def2-TZVPD def2/J DEFGRID3
* xyz -1 1
C 1.798 -0.419 -0.228
O 0.501 -0.241 -0.698
C -0.479 -0.016 0.511
C -1.709 0.522 -0.234
O -0.002 0.713 1.447
H 1.885 -1.325 0.404
H 2.442 -0.559 -1.094
H 2.145 0.427 0.372
H -0.668 -1.097 0.776
H -2.033 -0.187 -0.992
H -1.410 1.424 -0.771
H -2.470 0.758 0.508
*
```

Values from the calculation:
SMILES string = CO[C@H](C)[O-]

Last place for stability: A

A.
C3H7O2 | ωB97M-V with the def2-TZVPD basis set

ORCA input file:
```
! RIJCOSX wB97M-V def2-TZVPD def2/J DEFGRID3
* xyz -1 1
O 1.217 -1.560 0.492
C 1.427 -0.223 0.456
C 0.138 0.672 0.223
C -0.826 -0.046 -0.679
O -2.225 0.233 -0.329
H 2.111 -0.010 -0.421
H 1.767 0.133 1.455
H -0.215 0.800 1.257
H 0.298 1.697 -0.144
H -0.610 -1.112 -0.485
H -0.577 0.081 -1.741
H -2.505 -0.664 -0.084
*
```

Values from the calculation:
SMILES string = [O-]CCCO

B.
C3H7O2 | ωB97M-V with the def2-TZVPD basis set

ORCA input file:
```
! RIJCOSX wB97M-V def2-TZVPD def2/J DEFGRID3
* xyz -1 1
C 0.517 0.205 -0.998
O 0.500 0.692 -2.106
H 0.158 -0.801 -0.764
H 0.993 0.789 -0.193
H 3.152 3.027 -2.319
C -1.975 -1.270 0.867
C -0.884 -1.268 1.734
O 0.272 -1.733 1.609
H -2.941 -0.991 1.275
H -1.824 -1.122 -0.200
H -1.142 -0.762 2.704
H 3.173 3.235 -1.608
*
```

Last place for stability: B

A.
C3H7O2 | ωB97M-V with the def2-TZVPD basis set

ORCA input file:
```
! RIJCOSX wB97M-V def2-TZVPD def2/J DEFGRID3
* xyz -1 1
C -0.745 1.345 0.019
O -0.830 2.449 -0.667
H -1.244 1.158 0.935
H -0.573 0.484 -0.733
H -7.387 -1.738 -1.025
C 1.846 -0.697 -0.684
C 1.282 -1.467 0.353
O 0.386 -1.067 1.335
H 2.274 -1.392 -1.524
H 2.087 0.383 -0.681
H 1.453 -2.601 0.339
H -7.354 -2.433 -0.783
*
```

B.
C3H7O2 | ωB97M-V with the def2-TZVPD basis set

ORCA input file:
```
! RIJCOSX wB97M-V def2-TZVPD def2/J DEFGRID3
* xyz -1 1
O -2.548 -0.358 -0.239
C -1.403 0.171 -0.436
C 0.009 -0.323 0.459
C 1.190 0.305 -0.274
O 2.467 0.045 0.363
H -0.949 0.297 -1.413
H -1.495 1.264 0.029
H 0.010 -1.379 0.646
H -0.289 0.159 1.406
H 1.111 1.365 -0.193
H 1.179 0.018 -1.298
H 2.307 -0.141 1.339
*
```

Values from the calculation:
SMILES string = [O-]CCCO

Last place for stability: A